1.
A cluster of 2 separate species, C4H12N2 in total in a non-equilibrium geometry. Source: the Open Molecules 2025 dataset; level of theory: ωB97M-V/def2-TZVPD.

Last column: Löwdin charge in e.
Positions of all 18 atoms, in Å:
C -1.50961 1.16167 0.87991  -0.11
C -1.39595 -0.82320 -0.69263  -0.17
C 1.75562 -0.88733 0.81054  -0.14
C -0.96359 0.54792 -0.42479  -0.24
N 2.03746 0.73228 -0.88263  -0.03
N 1.49046 0.45766 0.26698  -0.18
H -1.63159 0.35088 1.65423  0.09
H -0.76964 1.82760 1.19335  0.03
H -2.47484 1.59598 0.61044  0.07
H -2.33724 -0.90584 -1.47353  0.13
H -1.68898 -1.39751 0.15423  0.04
H -0.57924 -1.44132 -1.14328  0.06
H 1.41482 -1.62275 0.12419  0.03
H 2.80412 -0.95154 1.21494  0.09
H 0.98742 -1.13483 1.67033  0.10
H -0.66940 1.13024 -1.25353  0.06
H 1.93839 -0.16367 -1.41798  0.10
H 1.59179 1.52376 -1.29078  0.07

Its LUMO energy (spin up / spin down) is 1.09 / 0.99 eV. For the maximum force, the calculation gives 4.392 eV/A. The energy relative to the best compared isomer or geometry (same formula, charge and spin) comes out at 116.8 kcal/mol. For the total energy, the calculation gives -268.93020 Eh. For the HOMO energy (spin up / spin down), the calculation gives -7.444 / -7.044 eV. The calculation puts the gap between HOMO and LUMO (spin up / spin down) at 8.54 / 8.04 eV.



2.
A structure of composition C17H37B3BeCl3F2MgN3NaO14S2 in a non-equilibrium geometry. Source: the Open Molecules 2025 dataset; level of theory: ωB97M-V/def2-TZVPD.

Last column: Löwdin charge in e.
Positions of all 84 atoms, in Å:
O -2.80681 0.98361 -1.68260  -0.01
O -2.80271 -0.39707 -2.03761  -0.15
C -2.35318 -1.12747 -0.90694  -0.04
B -0.81071 -1.00799 -0.68822  -0.49
O 0.02395 -0.30329 -1.55010  0.29
B 0.86703 0.53203 -0.87124  -0.35
O 1.07875 0.46680 0.50733  0.26
B 0.25907 -0.44781 1.14421  -0.52
C -0.24884 -0.30799 2.61607  -0.02
C -0.29827 -1.38903 3.48404  0.01
C -0.77741 -1.28883 4.76677  -0.14
N -1.22866 -0.12339 5.26210  0.01
C -1.15294 0.91276 4.43896  -0.14
C -0.69439 0.89469 3.14136  0.01
O -0.16361 -1.52952 0.41952  0.30
H -2.11400 1.36470 -2.23683  0.10
H -2.67983 -2.15469 -1.06521  0.14
H -2.88851 -0.77827 -0.01920  0.14
H 1.42679 1.36903 -1.50372  0.12
H 0.04545 -2.35224 3.13536  0.14
H -0.82729 -2.17163 5.38742  0.12
H -1.50360 1.85923 4.82553  0.12
H -0.67302 1.79216 2.54934  0.12
Na 0.30008 -0.16473 7.26731  0.84
C 4.30696 -1.07591 -1.04864  -1.45
Cl 4.73342 0.21096 -2.16429  0.60
Cl 4.62925 -2.66016 -1.61631  0.69
Cl 5.17036 -0.76746 0.55411  0.40
H 3.24065 -1.01523 -0.86519  -0.01
C 2.12016 5.24755 3.28702  -0.17
C 1.50337 3.77599 3.54987  -0.46
O 0.92286 3.81309 4.70556  -0.10
H 2.85436 5.50817 4.05428  0.06
H 2.62932 5.23287 2.29014  -0.03
H 1.32716 6.00251 3.27148  0.05
H 2.36711 3.08798 3.41937  0.12
H 0.87801 3.56944 2.65492  0.10
Mg 3.24032 7.31651 2.12731  1.03
C -4.76128 -4.94283 -3.32844  -0.09
C -5.44047 -4.49618 -4.61486  -0.27
N -6.01875 -3.16930 -4.52136  -0.20
C -6.93304 -2.85637 -5.60423  -0.25
C -6.37002 -2.79208 -7.02910  -0.09
C -5.10330 -2.11036 -4.13825  -0.25
C -3.84814 -1.89597 -4.99219  -0.07
H -5.43760 -4.84425 -2.47809  0.08
H -4.46929 -5.98994 -3.40767  0.07
H -3.85665 -4.36895 -3.12163  0.06
H -6.24686 -5.20250 -4.82820  0.12
H -4.72276 -4.58335 -5.44550  0.10
H -7.43439 -1.91137 -5.37752  0.11
H -7.72771 -3.60915 -5.58914  0.11
H -5.76515 -1.90055 -7.18929  0.05
H -7.19341 -2.75107 -7.74521  0.07
H -5.77033 -3.66889 -7.27412  0.07
H -4.77917 -2.30061 -3.11098  0.09
H -5.65915 -1.17161 -4.07726  0.12
H -3.31810 -2.82773 -5.19443  0.07
H -3.15792 -1.24079 -4.45822  0.05
H -4.07378 -1.41409 -5.94264  0.05
N 1.93989 -5.41489 0.73877  -0.31
S 1.46044 -4.53315 -0.47270  0.49
O 0.05254 -4.34088 -0.60049  -0.28
O 2.21001 -4.62628 -1.68476  -0.31
F 1.93350 -3.08260 0.09564  -0.23
S 1.59864 -6.95583 0.58173  0.47
O 1.75478 -7.64857 1.81362  -0.29
O 2.06942 -7.57998 -0.60669  -0.27
F 0.01842 -6.94019 0.38949  -0.19
O 7.04432 2.28096 -0.50016  -0.08
H 6.18177 1.90837 -0.71232  -0.04
H 7.37477 2.61314 -1.34033  0.04
O 4.63103 12.34924 6.42749  0.07
C 4.05149 11.84482 5.48938  -0.26
C 3.86618 10.00837 6.03373  -0.26
O 3.29559 9.43609 5.11346  -0.05
H 4.56277 11.71115 4.51636  0.12
H 2.99225 12.08782 5.28191  0.13
H 3.35307 10.10808 7.00583  0.13
H 4.90648 9.73081 6.28041  0.12
Be 6.32686 -0.81874 2.47658  0.38
O 8.52911 -1.44108 0.90343  -0.14
H 9.31901 -1.19516 0.41039  0.05
H 8.71429 -2.33094 1.22430  0.04

Its LUMO energy is -7.56 eV. For the maximum force, the calculation gives 5.740 eV/A. The charge is +1. For the total energy, the calculation gives -4715.42087 Eh. For the HOMO energy, the calculation gives -8.643 eV. The calculation puts the gap between HOMO and LUMO at 1.08 eV.



3.
A cluster of 2 separate species, C8H5Cl2FOS in total in a non-equilibrium geometry. Source: the Open Molecules 2025 dataset; level of theory: ωB97M-V/def2-TZVPD.

Last column: Löwdin charge in e.
Positions of all 18 atoms, in Å:
C 0.87686 0.82178 0.98942  -0.09
C 0.70972 -0.44208 0.47532  -0.09
C -0.17434 1.73467 0.97383  -0.10
C -0.52579 -0.84744 -0.02918  -0.05
C -1.44827 1.34385 0.59071  -0.17
C -1.66712 0.00124 0.08922  -0.42
C -3.29747 0.61428 -2.97170  -0.28
C -2.68987 1.69061 -3.39920  -1.17
O -3.66453 -1.64336 -0.41962  -0.50
F -4.19383 -0.16237 -3.55829  0.04
S -3.35690 -0.21211 -0.41662  1.00
Cl -1.64068 2.57673 -2.33623  0.65
Cl -2.84308 2.36134 -4.98091  0.63
H 1.96361 1.14863 1.30837  0.15
H 1.41601 -1.25198 0.52744  0.11
H -0.18961 2.64035 1.58422  0.11
H -0.65221 -1.85993 -0.10644  0.08
H -2.38208 1.89165 0.77458  0.10

Its LUMO energy (spin up / spin down) is -1.50 / -1.43 eV. For the maximum force, the calculation gives 3.340 eV/A. The energy relative to the best compared isomer or geometry (same formula, charge and spin) comes out at 48.7 kcal/mol. For the total energy, the calculation gives -1801.34879 Eh. For the HOMO energy (spin up / spin down), the calculation gives -9.506 / -8.769 eV. The calculation puts the gap between HOMO and LUMO (spin up / spin down) at 8.01 / 7.34 eV.



4.
A structure of composition C4HLiO2Pm in a non-equilibrium geometry. Source: the Open Molecules 2025 dataset; level of theory: ωB97M-V/def2-TZVPD.

Last column: Mulliken spin population.
Positions of all 9 atoms, in Å:
C -2.05700 -0.65428 -0.53178  -0.04
C -3.14860 -1.12687 -0.02459  -0.05
O -4.07685 -1.61594 0.51534  0.00
O 0.74697 0.03207 -1.12978  -0.02
C -0.17032 -0.24144 -2.10545  -0.16
C -1.47956 -0.35819 -1.79233  0.82
H -0.39138 0.49498 -2.99820  0.02
Pm -0.15828 -0.16691 0.85990  4.43
Li 2.22040 1.19008 -1.50079  0.00

Its LUMO energy (spin up / spin down) is -10.06 / -9.41 eV. For the maximum force, the calculation gives 5.609 eV/A. The expectation value of S² is 8.9878. The charge is +2. For the total energy, the calculation gives -918.61404 Eh. For the HOMO energy (spin up / spin down), the calculation gives -15.757 / -15.971 eV. As for the multiplicity: 6. The calculation puts the gap between HOMO and LUMO (spin up / spin down) at 5.69 / 6.56 eV.



5.
A structure of composition C18H29Cl4GeN2O4PdSSi. Source: the Open Molecules 2025 dataset; level of theory: ωB97M-V/def2-TZVPD.

Last column: Mulliken spin population.
Positions of all 61 atoms, in Å:
Pd 0.34063 -1.21779 0.33194  1.48
C -3.14649 -0.46702 3.77218  0.18
Si -1.28485 -0.59345 3.33515  0.07
C -0.81728 -1.96275 4.70100  0.39
C -0.34875 0.96273 3.63056  -0.02
O -1.10113 -1.35667 1.94476  0.36
H -3.20902 -0.02426 4.76548  0.00
H -3.63649 -1.43559 3.74354  0.00
H -3.55713 0.20436 3.01594  0.02
H -1.05095 -1.47685 5.64624  0.01
H 0.25096 -2.10231 4.53627  0.02
H -1.39462 -2.86537 4.53503  0.01
H -0.23953 1.15539 4.69950  0.00
H -0.88859 1.80622 3.19430  0.01
H 0.64631 0.93235 3.18519  0.00
C 0.98830 7.00754 -2.30863  0.00
C 0.92817 5.56649 -1.91007  0.00
C 0.21317 5.16138 -0.78568  0.00
C 0.15361 3.83731 -0.39662  0.01
C -0.61644 3.47900 0.84016  0.00
C 0.84032 2.87119 -1.17553  0.04
C 0.83081 1.48032 -0.86265  -0.06
O 0.23957 0.93511 0.09374  0.10
C 1.57709 3.26937 -2.32661  0.00
C 2.33400 2.29268 -3.19301  0.00
C 1.60272 4.60424 -2.66475  0.00
H 0.36478 7.62978 -1.67116  0.00
H 0.66467 7.13138 -3.34288  0.00
H 2.01549 7.37181 -2.24840  0.00
H -0.30753 5.90628 -0.19682  0.00
H -1.06185 4.37092 1.27528  0.00
H 0.04129 3.01938 1.57911  0.00
H -1.40752 2.76052 0.62090  0.00
H 1.40643 0.83268 -1.53049  0.00
H 3.10125 1.75894 -2.62937  0.00
H 2.83331 2.82602 -3.99812  0.00
H 1.67051 1.55764 -3.65346  0.00
H 2.16130 4.91915 -3.53791  0.00
Cl 2.58616 -0.98926 1.72354  0.19
Ge 3.11926 -2.86906 0.62358  0.57
Cl 4.30911 -4.08654 1.90486  0.15
Cl 1.06507 -3.78372 0.71600  0.14
S -1.39105 -1.52796 -1.38029  0.88
C -1.90507 -3.12778 -0.93278  -0.01
N -2.01174 -4.13927 -1.76647  0.02
C -2.40736 -5.36869 -1.05943  0.00
C -2.74700 -4.83650 0.35278  0.00
N -2.28622 -3.44062 0.28691  0.04
H -1.67704 -4.09842 -2.71652  0.00
H -1.57845 -6.07488 -1.05208  0.00
H -3.26384 -5.82856 -1.54478  0.00
H -2.21892 -5.37454 1.13669  0.00
H -3.81573 -4.86671 0.55716  0.00
H -2.15198 -2.80051 1.06939  0.00
Cl 3.58175 -4.00058 -2.11300  0.06
C 2.60287 -2.90024 -3.12274  0.03
C 1.47619 -2.29754 -2.29281  -0.03
O 0.31327 -2.56650 -2.66710  0.26
O 1.80326 -1.57739 -1.30552  0.07
H 2.20453 -3.48220 -3.94579  0.00
H 3.25639 -2.11065 -3.48570  0.00

Its LUMO energy (spin up / spin down) is -5.30 / -9.25 eV. For the maximum force, the calculation gives 0.608 eV/A. The expectation value of S² is 8.7748. The charge is +2. The energy relative to the best compared isomer or geometry (same formula, charge and spin) comes out at 10.8 kcal/mol. For the total energy, the calculation gives -5846.55417 Eh. For the HOMO energy (spin up / spin down), the calculation gives -13.871 / -13.871 eV. As for the multiplicity: 6. The calculation puts the gap between HOMO and LUMO (spin up / spin down) at 8.57 / 4.62 eV.



6.
A structure of composition C40H38BN6O4Pd. Source: the Open Molecules 2025 dataset; level of theory: ωB97M-V/def2-TZVPD.

Last column: Löwdin charge in e.
Positions of all 90 atoms, in Å:
Pd 0.94677 -1.36705 -0.73891  1.03
C 5.15548 -1.06004 2.25151  -0.09
C 4.51394 -0.11398 1.42853  -0.18
N 3.95710 -0.69103 0.37638  0.07
N 4.21476 -2.00487 0.49296  -0.06
C 4.93932 -2.25723 1.60407  -0.12
B 3.75672 -3.02914 -0.56482  -0.51
N 2.45389 -3.76557 -0.09494  -0.02
C 2.38310 -4.85458 0.67220  -0.09
C 1.05506 -5.22597 0.80344  -0.06
C 0.36000 -4.28080 0.05652  -0.14
N 1.20788 -3.42212 -0.50772  -0.06
N 3.50648 -2.33412 -1.91864  -0.02
C 4.30952 -2.37823 -2.99454  -0.08
C 3.75342 -1.60780 -3.99377  -0.06
C 2.57026 -1.11552 -3.43000  -0.14
N 2.43737 -1.56041 -2.19216  -0.05
H 5.68522 -0.89652 3.17479  0.08
H 4.43073 0.95496 1.55556  0.09
H 5.24270 -3.26142 1.85340  0.11
H 4.62142 -3.86211 -0.70435  0.11
H 3.28120 -5.29981 1.06836  0.12
H 0.65310 -6.05429 1.36014  0.09
H -0.69811 -4.18421 -0.11420  0.10
H 5.21777 -2.95569 -2.96560  0.11
H 4.13992 -1.42925 -4.98174  0.08
H 1.81097 -0.47957 -3.85485  0.11
C -4.28477 2.72195 0.25299  0.02
C -2.86272 2.51008 0.73443  -0.59
C -2.44200 3.52275 1.78800  0.02
O -1.97717 2.57629 -0.37017  -0.04
C -1.19925 1.37468 -0.48178  -0.12
C -1.50641 0.65103 0.83509  -0.17
O -2.75685 1.20378 1.24308  -0.01
C -1.62323 -0.88529 0.78799  -0.42
O -0.34428 -1.42229 0.73337  -0.26
C -2.58906 -1.28063 -0.34547  -0.15
C -2.16080 -1.93706 -1.49165  -0.04
C -3.04381 -2.25071 -2.52040  -0.08
C -4.38299 -1.91510 -2.42105  -0.11
C -4.83142 -1.26938 -1.27518  -0.08
C -3.94779 -0.96045 -0.25272  -0.04
C -2.15313 -1.41458 2.13864  -0.12
C -1.70406 -0.85605 3.33413  -0.01
C -2.06481 -1.39795 4.55776  -0.09
C -2.87332 -2.52563 4.61569  -0.11
C -3.30969 -3.10297 3.43368  -0.09
C -2.95152 -2.55039 2.20993  -0.03
C 0.28967 1.72513 -0.75636  -0.41
O 1.06875 0.59925 -0.86498  -0.31
C 0.83869 2.59245 0.39691  -0.11
C 0.70360 3.97468 0.46272  -0.03
C 1.20155 4.69167 1.54485  -0.10
C 1.84498 4.03590 2.58341  -0.11
C 2.00219 2.65623 2.51914  -0.09
C 1.51281 1.94514 1.43308  -0.03
C 0.41441 2.50078 -2.10309  -0.10
C -0.42071 3.53523 -2.53291  -0.04
C -0.20630 4.17160 -3.75093  -0.10
C 0.84935 3.79848 -4.56819  -0.12
C 1.68806 2.77456 -4.15174  -0.09
C 1.46898 2.13622 -2.93905  -0.03
H -4.40581 3.73664 -0.12821  0.09
H -4.98350 2.56544 1.07638  0.09
H -4.50087 2.00973 -0.54311  0.08
H -2.45395 4.53053 1.36921  0.09
H -1.42893 3.30333 2.12492  0.08
H -3.12366 3.47753 2.63930  0.09
H -1.55428 0.78968 -1.33671  0.16
H -0.73841 0.88823 1.56941  0.13
H -1.11768 -2.19628 -1.59872  0.07
H -2.67192 -2.75539 -3.40408  0.10
H -5.07131 -2.15417 -3.22264  0.09
H -5.87827 -1.00784 -1.17355  0.10
H -4.31318 -0.47031 0.63793  0.12
H -1.05261 0.00682 3.31693  0.12
H -1.70390 -0.94096 5.47146  0.10
H -3.15406 -2.95096 5.57159  0.09
H -3.93126 -3.99025 3.45816  0.09
H -3.29859 -3.02002 1.29816  0.11
H 0.20974 4.50936 -0.33737  0.10
H 1.08640 5.76912 1.57062  0.09
H 2.22985 4.59366 3.42886  0.09
H 2.51979 2.12809 3.31184  0.10
H 1.66480 0.87517 1.35737  0.10
H -1.26282 3.83403 -1.92937  0.10
H -0.87698 4.96546 -4.05959  0.09
H 1.01667 4.29935 -5.51437  0.09
H 2.52208 2.46760 -4.77331  0.09
H 2.11968 1.34340 -2.60193  0.09

Its LUMO energy is 2.73 eV. For the maximum force, the calculation gives 0.861 eV/A. The charge is -1. The energy relative to the best compared isomer or geometry (same formula, charge and spin) comes out at 0.0 kcal/mol. For the total energy, the calculation gives -2329.44774 Eh. For the HOMO energy, the calculation gives -5.412 eV. The calculation puts the gap between HOMO and LUMO at 8.14 eV.



Question: Which value of maximum force does entry 4 give?
Answer: 5.609 eV/A



Question: What is the formula in the sixth record?
Answer: C40H38BN6O4Pd